{
  "formula": "C3H9NO2S",
  "method": "the ωB97M-V functional and the def2-TZVPD basis",
  "gap_ev": [8.01, 7.70],
  "multiplicity": 1,
  "symbols": ["H", "O", "H", "C", "S", "H", "N", "H", "H", "H", "O", "C", "H", "C", "H", "H"],
  "coordinates": [[1.834365, 0.972355, -1.295297], [-2.250418, 0.131297, -0.646570], [0.161328, 1.177509, -0.824359], [2.118732, -1.435358, -0.109371], [-1.546021, -1.294162, -0.315913], [1.854995, -1.811428, -1.044199], [1.177445, -0.363790, 0.178318], [-2.831168, 0.110872, 1.323968], [-3.632233, 1.294782, 0.137894], [-1.925923, 1.666547, 0.533522], [0.153316, -0.698621, 0.883729], [1.216353, 0.927950, -0.400751], [1.484718, 1.662437, 0.413368], [-2.690635, 0.867899, 0.511119], [1.711257, -2.209142, 0.559043], [3.163884, -0.999141, 0.095495]],
  "forces_ev_per_angstrom": [[0.5, 0.0, 0.4], [0.3, -0.4, -0.2], [1.6, -0.3, 0.9], [-0.2, 1.5, 2.2], [0.3, -0.4, 0.2], [0.6, -0.5, -2.3], [0.5, -0.7, 0.6], [0.3, 1.3, -0.2], [0.1, 0.1, 0.7], [-0.5, -0.3, 1.3], [-0.9, 0.3, -0.5], [-2.0, 1.5, -0.3], [-0.1, -0.3, -1.2], [-0.2, -0.3, -1.4], [1.2, 0.1, 0.2], [-1.4, -1.4, -0.6]]
}